A structure of composition C46H115CrN8O16 at a distorted geometry. Source: OMol25; level of theory: wB97M-V/def2-TZVPD.

Each line ends with the Mulliken spin population.
Atoms and positions in Å:
Cr1 19.522 5.896 29.805  4.643
C1 21.210 8.923 32.194  0.019
C2 20.551 7.896 31.306  -0.041
O1 21.078 7.493 30.286  -0.141
O2 19.490 7.366 31.607  0.035
H1 22.290 8.872 32.054  -0.002
H2 20.794 8.917 33.201  -0.005
H3 21.025 9.943 31.858  0.002
C3 27.478 5.307 33.864  0.000
C4 27.168 4.623 32.509  0.000
C5 26.628 5.619 31.497  0.000
O3 25.291 5.961 31.952  0.001
C6 24.797 7.109 31.218  0.003
N1 28.354 3.964 32.018  0.000
H4 28.266 6.054 33.772  0.000
H5 27.830 4.612 34.626  0.000
H6 26.640 5.842 34.310  0.000
H7 26.341 3.934 32.684  0.000
H8 26.521 5.176 30.507  0.000
H9 27.256 6.507 31.423  0.000
H10 25.003 6.995 30.153  0.000
H11 25.039 8.017 31.771  0.000
H12 23.707 7.114 31.233  0.000
H13 28.988 4.533 31.475  0.000
H14 28.851 3.506 32.769  0.000
C7 22.971 4.302 30.454  0.020
C8 21.630 3.581 30.388  0.073
C9 21.632 2.117 30.824  0.007
O4 20.346 1.541 30.565  0.010
C10 20.235 0.190 31.049  0.000
N2 20.635 4.370 31.143  -0.004
H15 23.655 3.907 29.703  0.001
H16 23.379 4.173 31.457  0.005
H17 22.772 5.345 30.211  0.043
H18 21.359 3.668 29.336  0.043
H19 21.948 1.939 31.852  0.004
H20 22.363 1.516 30.283  -0.003
H21 19.295 -0.267 30.742  -0.001
H22 20.328 0.143 32.134  0.000
H23 21.077 -0.333 30.595  0.000
H24 21.032 4.564 32.051  0.003
H25 19.953 3.689 31.443  -0.028
C11 21.926 16.796 37.120  0.000
O5 22.411 15.584 36.643  0.000
C12 22.223 15.415 35.242  0.000
C13 22.801 14.021 34.918  0.000
N3 21.873 13.011 35.409  0.000
C14 22.287 11.729 34.767  0.001
C15 21.664 10.537 35.492  0.001
O6 22.143 10.570 36.833  0.000
C16 21.475 9.625 37.657  0.000
H26 20.957 17.018 36.673  0.000
H27 22.613 17.511 36.667  0.000
H28 21.860 17.004 38.188  0.000
H29 22.853 16.130 34.713  0.000
H30 21.200 15.653 34.952  0.000
H31 23.792 13.909 35.358  0.000
H32 22.835 14.048 33.829  0.000
H33 22.026 12.942 36.405  0.000
H34 23.362 11.696 34.940  0.000
H35 21.993 11.851 33.724  0.000
H36 21.915 9.563 35.071  -0.001
H37 20.581 10.655 35.537  0.000
H38 20.405 9.835 37.660  0.000
H39 21.863 9.586 38.674  0.000
H40 21.564 8.609 37.272  0.000
C17 17.697 11.308 33.712  -0.001
O7 17.368 10.378 34.772  0.000
C18 17.825 9.046 34.549  -0.001
C19 17.476 8.208 35.799  0.001
N4 18.092 8.669 37.026  0.000
C20 17.506 8.068 38.187  0.000
C21 18.297 8.528 39.390  0.000
O8 19.508 7.786 39.612  0.000
C22 20.152 8.216 40.795  0.000
H41 17.003 11.248 32.874  0.000
H42 18.681 11.041 33.326  0.000
H43 17.827 12.289 34.169  0.000
H44 18.905 8.954 34.439  0.003
H45 17.361 8.617 33.661  -0.003
H46 17.806 7.185 35.622  0.000
H47 16.388 8.170 35.852  0.000
H48 18.088 9.677 36.970  0.000
H49 17.537 6.979 38.172  0.000
H50 16.470 8.398 38.261  0.000
H51 17.757 8.492 40.336  0.000
H52 18.513 9.591 39.289  0.000
H53 21.161 7.810 40.864  0.000
H54 19.672 7.825 41.692  0.000
H55 20.259 9.296 40.899  0.000
C23 22.663 8.788 25.005  0.001
O9 22.640 9.801 26.025  0.001
C24 22.486 9.222 27.290  -0.016
C25 22.110 10.243 28.377  -0.003
N5 23.341 11.054 28.583  0.000
C26 23.149 12.247 29.422  0.000
C27 24.099 13.397 28.962  0.000
O10 23.888 13.707 27.563  0.000
C28 22.695 14.510 27.287  0.000
H56 21.706 8.296 24.831  0.001
H57 23.377 8.001 25.248  0.000
H58 22.890 9.207 24.025  0.000
H59 23.442 8.718 27.435  -0.002
H60 21.677 8.491 27.291  0.032
H61 21.714 9.826 29.303  0.007
H62 21.209 10.790 28.098  0.002
H63 23.626 11.406 27.680  0.000
H64 23.549 11.992 30.403  0.000
H65 22.153 12.668 29.560  0.000
H66 25.160 13.204 29.123  0.000
H67 23.865 14.268 29.574  0.000
H68 22.718 15.509 27.723  0.000
H69 21.746 14.015 27.490  0.000
H70 22.633 14.655 26.209  0.000
C29 23.071 3.738 34.428  0.000
O11 21.907 4.170 33.798  0.003
C30 21.682 5.575 34.059  0.006
C31 21.339 5.891 35.570  0.000
N6 20.164 5.177 35.922  0.000
C32 19.995 5.083 37.357  0.000
C33 18.671 4.352 37.680  0.000
O12 18.863 2.970 37.472  0.000
C34 17.735 2.108 37.679  0.000
H71 23.882 4.451 34.279  0.000
H72 23.291 2.757 34.007  0.000
H73 22.841 3.507 35.468  0.000
H74 20.824 5.911 33.477  0.006
H75 22.371 6.365 33.762  0.000
H76 20.998 6.926 35.616  0.000
H77 22.150 5.704 36.274  0.000
H78 20.310 4.256 35.534  0.000
H79 20.045 5.998 37.947  0.000
H80 20.807 4.538 37.839  0.000
H81 17.841 4.710 37.071  0.000
H82 18.360 4.559 38.704  0.000
H83 17.947 1.084 37.373  0.000
H84 16.862 2.457 37.127  0.000
H85 17.373 2.162 38.706  0.000
C35 12.508 10.869 27.963  0.000
O13 12.935 11.605 29.089  0.000
C36 14.116 12.366 28.950  0.000
C37 15.394 11.620 28.521  0.001
N7 16.751 12.150 28.809  0.000
C38 16.930 12.441 30.186  0.000
C39 18.440 12.789 30.359  0.001
O14 18.648 13.404 31.604  0.000
C40 19.998 13.738 31.896  0.000
H86 12.403 11.481 27.068  0.000
H87 11.568 10.337 28.109  0.000
H88 13.210 10.050 27.806  0.000
H89 14.255 12.803 29.939  0.000
H90 14.018 13.222 28.283  0.000
H91 15.307 11.377 27.462  0.000
H92 15.420 10.636 28.990  0.000
H93 17.389 11.438 28.482  0.000
H94 16.684 11.585 30.815  0.000
H95 16.368 13.338 30.448  0.000
H96 18.621 13.522 29.573  0.000
H97 19.119 11.947 30.225  -0.001
H98 20.656 12.891 31.702  0.000
H99 20.107 14.138 32.905  0.000
H100 20.270 14.562 31.236  0.000
C41 18.459 8.720 28.603  0.040
O15 18.189 7.413 29.003  0.205
C42 16.828 7.075 29.222  0.005
C43 16.570 5.568 29.485  -0.001
N8 17.506 5.047 30.481  -0.041
C44 16.998 5.395 31.830  0.017
C45 17.764 4.641 32.923  0.031
O16 17.856 3.222 32.644  0.004
C46 18.614 2.493 33.626  -0.001
H101 17.878 9.034 27.735  0.001
H102 19.514 8.778 28.335  0.009
H103 18.289 9.405 29.433  -0.009
H104 16.223 7.517 28.430  0.003
H105 16.733 7.686 30.120  -0.001
H106 16.643 5.031 28.540  -0.010
H107 15.545 5.374 29.800  0.010
H108 17.300 4.058 30.464  0.024
H109 15.985 5.000 31.904  0.005
H110 16.856 6.457 32.034  -0.022
H111 17.243 4.787 33.869  0.003
H112 18.773 5.049 32.992  0.007
H113 18.338 2.665 34.666  0.000
H114 19.682 2.695 33.553  0.000
H115 18.345 1.440 33.538  -0.001

Atomic forces in eV per Å
0.8 -0.3 0.4
0.0 0.7 -0.4
0.1 0.4 1.0
3.3 0.3 -3.2
-3.4 -0.4 2.5
0.1 -0.4 0.7
0.5 -0.4 0.1
-0.5 0.1 -0.4
-0.2 0.4 0.1
0.3 1.1 1.0
-1.3 -0.1 0.6
0.6 0.8 -0.8
-1.0 -1.1 0.9
-0.1 -0.9 -0.5
0.2 0.0 -0.3
0.0 -0.3 -0.1
-0.3 -0.1 -0.2
0.1 -0.4 -0.1
0.2 -0.2 -0.2
0.1 0.2 0.1
0.7 0.6 0.0
0.8 0.3 -0.7
-0.2 -0.4 0.3
-0.1 0.2 0.2
0.1 0.1 -0.1
-0.3 -0.7 0.2
0.2 0.2 -0.3
0.0 -0.7 -0.7
-0.4 0.0 0.7
0.8 1.0 -0.5
-0.2 -0.7 -0.1
0.1 -0.1 0.1
0.3 0.4 -0.1
0.1 0.1 0.2
-0.4 -0.6 -0.1
-0.3 0.5 0.6
0.3 0.1 -0.6
0.0 0.3 -0.1
0.0 0.1 0.2
0.0 -0.6 0.1
0.5 0.5 -0.1
-0.9 -0.2 -0.4
0.2 1.4 -1.5
-0.5 -1.3 0.8
1.8 -0.1 0.9
-2.1 1.5 0.1
0.2 -0.7 -0.9
-0.4 0.6 1.6
0.0 0.5 0.5
0.3 -0.1 0.4
-0.3 -0.2 -0.4
-0.4 0.0 0.1
0.0 0.9 0.3
0.3 -1.0 0.1
0.2 0.5 -0.1
-0.3 -0.7 0.0
0.3 0.2 -0.2
0.2 -0.7 -0.2
-0.1 -0.2 0.2
0.4 -0.6 -0.7
0.3 -0.6 -0.1
0.0 0.0 -0.4
-0.3 -0.1 -0.3
-0.1 0.0 0.2
0.2 0.5 -0.1
0.1 -0.2 -0.3
0.8 -1.0 0.9
0.4 0.2 -0.5
-0.2 -0.3 1.2
-0.1 -0.2 -1.0
0.6 -0.4 -1.8
0.5 0.8 0.7
0.2 0.1 1.2
-0.1 0.5 -0.4
0.4 -0.4 0.3
-0.3 0.3 0.3
0.2 0.0 -0.2
-0.5 0.0 -0.3
0.3 0.5 -0.3
-0.1 -0.1 -0.1
0.1 -0.2 -0.2
-0.5 0.1 0.3
-0.3 0.2 0.8
0.0 -0.1 -0.4
-0.4 -0.2 0.5
-0.6 -0.3 0.0
0.4 0.3 -0.3
0.0 -0.1 -0.5
-0.5 0.1 0.1
-0.3 0.2 -0.3
-0.1 0.4 0.1
-0.6 0.2 -1.6
-0.8 -0.5 0.9
1.5 0.2 -0.5
-1.6 0.7 0.4
2.2 0.1 0.2
-1.5 0.0 -0.6
-0.9 0.8 0.4
0.7 -0.7 -0.5
-0.4 0.0 0.6
0.3 0.0 0.0
0.4 0.4 0.3
-0.1 -0.2 1.0
-0.1 -0.4 -0.2
0.9 -0.8 0.2
0.0 0.7 -0.9
0.0 -0.1 -0.4
-0.4 0.0 0.5
-0.4 -0.3 -0.4
-0.1 -0.4 -0.4
-0.1 0.3 0.1
0.2 -0.1 0.4
0.1 -0.3 0.7
0.5 -0.1 -0.1
0.1 -1.2 0.2
-0.4 2.3 -0.3
-1.4 0.9 1.7
-0.2 0.5 -1.8
-0.5 -0.6 0.4
-1.1 -1.1 0.7
0.3 0.2 0.3
-0.1 -1.2 -0.2
-0.2 1.3 0.0
0.2 -0.1 0.2
0.4 0.1 -0.3
0.4 0.4 0.4
-0.5 -0.5 0.1
1.4 -0.9 -0.3
0.8 0.5 -0.1
0.5 0.1 -0.1
-0.5 -0.5 0.2
-0.4 0.7 -0.8
0.2 -0.7 0.0
0.0 0.2 -0.5
0.2 -0.1 0.4
0.4 0.2 0.1
0.0 0.1 -0.6
0.4 -0.3 0.4
0.6 -0.5 -0.2
-0.3 -0.1 0.0
1.0 0.7 0.5
0.2 -1.6 -0.1
-1.7 0.8 -1.6
2.0 0.1 0.6
-0.9 0.9 0.1
-0.1 -0.3 1.1
-0.5 0.4 -0.9
0.2 0.1 -0.1
-0.2 0.6 0.6
0.3 0.0 -0.5
0.0 -0.1 0.1
-0.5 0.1 -0.3
0.2 0.3 -0.2
-0.7 -0.4 0.4
0.2 0.0 0.1
-0.3 0.0 0.4
-0.1 -0.2 0.3
0.4 0.0 -0.3
0.0 -0.4 -0.1
0.2 -0.1 0.2
-0.3 -0.5 0.1
0.4 0.1 -0.3
0.4 0.4 0.1
0.7 -1.8 -1.6
0.0 1.0 1.2
0.4 1.1 -0.9
-1.3 0.2 0.5
-0.4 -1.4 0.5
0.6 0.1 -0.2
-0.1 0.5 0.4
-0.7 0.1 0.0
-0.3 -0.1 -0.1
0.0 -0.1 0.1
-0.2 0.2 0.2
-0.3 -0.3 -0.1
-1.5 -0.2 0.5
0.5 -0.1 0.0
-0.4 0.6 0.1
0.8 -0.5 -0.1
-0.5 -0.1 -0.1
0.9 0.0 -0.1
0.1 0.1 0.2
0.1 0.1 0.2
-0.3 0.8 0.1
0.1 -0.2 -0.2
0.4 0.0 -0.7

E_HOMO (alpha / beta) = -4.47 / -8.58 eV
largest force on an atom = 4.66 eV/A
DFT total energy = -4507.5839 a.u.
multiplicity = 6
LUMO level (alpha / beta) = 0.541 / 0.473 eV
net charge = 0